Here is a cluster of 2 separate species, C4H10N2 in total in a non-equilibrium geometry from the OMol25 dataset. Energies are from ωB97M-V/def2-TZVPD.

The geometry in XYZ format:
```
16
Properties=species:S:1:pos:R:3
C -2.072 0.879 1.053
C -1.151 2.018 1.283
C 0.122 2.029 1.026
H -2.656 1.480 0.352
H -2.725 0.717 1.942
H -1.607 -0.056 0.841
H -1.649 2.933 1.455
H 0.589 2.983 0.905
H 0.652 1.174 0.688
N 1.458 -1.598 -0.386
C 1.668 -2.253 -1.582
N 0.740 -2.189 -2.572
H 0.947 -0.799 -0.163
H 2.103 -1.846 0.317
H 2.643 -2.728 -1.710
H 0.937 -2.746 -3.447
```

Output
spin multiplicity	1
E_LUMO	1.0	eV
total charge	0
gap between HOMO and LUMO	10.09	eV
SMILES	[H]/N=C/N.C=CC